Entry from the Open Molecules 2025 dataset: an isolated molecule of C23H26ClFN2O5S (wB97M-V/def2-TZVPD).

- relative energy (zero: lowest compared OMol25 entry of this formula, charge and spin) (kcal per mole) = 33.5
- orbital gap (eV) = 9.7
- highest occupied orbital energy (eV) = -9.222

Element x y z (Å)
C -5.500 -1.223 2.236
C -4.602 -0.512 1.233
H -3.757 -0.052 1.748
H -5.158 0.288 0.746
C -4.085 -1.487 0.166
N -3.067 -0.910 -0.685
C -1.768 -0.810 -0.346
O -0.951 -0.212 -1.021
C -1.319 -1.542 0.932
H -1.217 -2.610 0.732
H -2.003 -1.360 1.764
O -0.024 -1.084 1.272
C 0.040 0.232 1.530
O -0.934 0.926 1.684
C 1.442 0.707 1.558
C 1.700 1.996 1.101
C 3.003 2.428 0.964
C 4.061 1.593 1.306
C 3.796 0.334 1.830
C 2.494 -0.116 1.945
H 2.287 -1.104 2.324
H 4.619 -0.303 2.120
C 5.467 2.010 0.977
N 5.644 1.781 -0.453
S 5.997 0.198 -0.879
O 6.539 0.260 -2.203
O 6.775 -0.437 0.149
C 4.397 -0.609 -0.938
C 4.329 -1.890 -0.427
C 3.126 -2.577 -0.471
C 2.015 -1.954 -1.034
C 2.087 -0.667 -1.540
C 3.296 0.010 -1.498
H 3.388 1.011 -1.884
H 1.187 -0.218 -1.929
F 0.857 -2.624 -1.100
Cl 3.002 -4.167 0.170
H 5.211 -2.331 0.008
H 6.314 2.390 -0.897
H 5.618 3.070 1.184
H 6.195 1.417 1.545
H 3.209 3.413 0.572
H 0.868 2.626 0.826
C -3.492 -0.228 -1.898
C -3.962 1.189 -1.648
C -4.632 1.935 -2.762
C -5.424 1.507 -1.565
H -6.133 0.701 -1.692
H -5.751 2.265 -0.869
H -4.795 1.413 -3.692
H -4.410 2.983 -2.887
H -3.288 1.744 -1.008
H -4.282 -0.816 -2.371
H -2.622 -0.203 -2.561
H -3.689 -2.387 0.643
H -4.916 -1.796 -0.473
H -5.871 -0.518 2.976
H -4.955 -2.009 2.755
H -6.353 -1.673 1.734

=====

Entry from the Open Molecules 2025 dataset: a structure of composition C22H62BF3N5O10SV in a non-equilibrium geometry (wB97M-V/def2-TZVPD).

- 2S+1 = 3
- orbital gap (spin up / spin down) (eV) = 4.3 / 6.2
- highest occupied orbital energy (spin up / spin down) (eV) = -0.535 / -2.483
- net charge = -2

Element x y z (Å)
O 34.340 4.131 -7.924
V 35.404 3.488 -8.943
B 34.822 5.140 -10.454
H 34.442 4.144 -10.622
H 34.971 5.690 -11.369
H 34.212 5.656 -9.729
H 35.775 5.108 -9.948
C 34.050 -0.347 -6.795
F 33.781 -1.303 -5.800
F 34.147 -0.980 -7.905
F 33.003 0.483 -6.953
S 35.624 0.748 -6.487
O 35.488 1.345 -5.147
O 36.781 -0.132 -6.653
O 35.480 1.794 -7.514
C 38.381 4.112 -7.161
O 37.439 3.898 -8.185
H 38.838 5.097 -7.254
H 37.890 4.100 -6.188
H 39.192 3.389 -7.068
C 40.404 1.918 -11.239
C 40.081 3.314 -11.615
C 40.131 3.568 -13.181
O 41.286 3.018 -13.852
C 42.434 3.825 -13.731
N 38.718 3.651 -11.136
H 39.805 1.223 -11.828
H 40.358 1.650 -10.183
H 41.445 1.801 -11.540
H 40.798 3.937 -11.081
H 40.068 4.639 -13.374
H 39.300 3.077 -13.686
H 43.233 3.448 -14.369
H 42.836 3.856 -12.719
H 42.159 4.799 -14.137
H 38.650 3.921 -10.165
H 38.512 4.549 -11.550
C 39.891 7.396 -5.682
C 40.833 8.578 -5.465
C 40.972 8.921 -3.898
O 39.699 9.191 -3.390
C 39.708 9.844 -2.123
N 42.082 8.220 -6.092
H 38.947 7.663 -5.207
H 40.309 6.492 -5.241
H 39.836 7.197 -6.752
H 40.448 9.463 -5.973
H 41.633 9.787 -3.930
H 41.486 8.157 -3.315
H 40.402 9.342 -1.449
H 38.732 9.826 -1.639
H 40.039 10.867 -2.304
H 41.774 8.050 -7.039
H 42.538 9.122 -6.103
C 32.016 9.514 -8.106
C 33.389 9.573 -7.400
C 34.406 8.461 -7.863
O 35.459 8.418 -7.001
C 36.350 7.506 -7.503
N 33.966 10.896 -7.502
H 31.961 9.884 -9.130
H 31.243 10.099 -7.608
H 31.670 8.489 -8.236
H 33.167 9.315 -6.365
H 34.787 8.623 -8.871
H 33.863 7.529 -7.708
H 37.200 7.334 -6.844
H 36.840 7.818 -8.426
H 35.982 6.480 -7.515
H 34.904 10.755 -7.157
H 33.560 11.567 -6.865
C 45.668 3.657 -10.806
C 44.666 4.600 -10.011
C 43.936 3.780 -8.964
O 43.230 4.624 -8.123
C 42.415 3.973 -7.217
N 45.621 5.556 -9.435
H 46.413 3.309 -10.090
H 46.319 4.266 -11.433
H 45.175 2.894 -11.408
H 44.033 5.155 -10.703
H 44.707 3.289 -8.371
H 43.393 3.060 -9.576
H 41.661 3.516 -7.857
H 41.921 4.701 -6.573
H 42.964 3.200 -6.679
H 46.461 5.107 -9.099
H 45.116 5.906 -8.633
C 39.046 1.433 -4.349
C 38.602 2.509 -3.408
C 39.616 3.680 -3.228
O 39.364 4.434 -1.994
C 40.223 5.477 -1.671
N 37.373 3.002 -3.890
H 38.941 1.641 -5.414
H 38.450 0.525 -4.258
H 40.076 1.201 -4.078
H 38.450 2.088 -2.414
H 39.761 4.319 -4.099
H 40.606 3.254 -3.064
H 40.101 6.380 -2.269
H 41.250 5.155 -1.843
H 40.051 5.732 -0.626
H 36.820 2.259 -4.292
H 37.536 3.605 -4.684

=====

Entry from the Open Molecules 2025 dataset: an isolated molecule of C2H3BrINO3 in a non-equilibrium geometry (wB97M-V/def2-TZVPD).

- relative energy (zero: lowest compared OMol25 entry of this formula, charge and spin) (kcal per mole) = 9.1
- orbital gap (eV) = 9.0
- highest occupied orbital energy (eV) = -10.042

Element x y z (Å)
C -0.696 0.039 0.835
C 0.644 0.152 0.136
N 0.577 0.252 -1.351
O -0.230 -0.457 -1.883
O 1.304 1.038 -1.872
O -1.294 -1.162 0.392
Br 1.617 1.943 0.982
I 1.881 -1.609 0.626
H -0.635 0.052 1.988
H -1.249 0.885 0.501
H -1.919 -1.133 -0.356

=====

Entry from the Open Molecules 2025 dataset: a structure of composition C28H49N2O2P3Tc in a non-equilibrium geometry (wB97M-V/def2-TZVPD).

- relative energy (zero: lowest compared OMol25 entry of this formula, charge and spin) (kcal per mole) = 14.3
- 2S+1 = 4
- orbital gap (spin up / spin down) (eV) = 5.5 / 4.2
- highest occupied orbital energy (spin up / spin down) (eV) = -18.595 / -18.466
- net charge = +4

Element x y z (Å)
Tc -0.832 1.585 -0.311
P -0.890 1.392 1.886
P -1.493 -0.632 -0.551
P -2.972 2.395 -0.588
H 3.334 3.718 -2.666
C 2.655 4.546 -2.408
C 2.629 5.020 -1.156
H 3.519 4.963 -0.525
C 0.697 0.955 2.661
C -2.061 0.308 2.770
C -1.278 3.011 2.606
C -1.340 -1.151 -2.288
C -0.761 -2.058 0.350
C -3.254 -1.172 -0.244
C -3.428 4.178 -0.666
C -4.435 1.907 0.420
C -3.273 1.873 -2.330
H 2.209 5.076 -3.266
H 1.822 5.673 -0.830
H 1.532 1.406 2.112
H 0.860 -0.129 2.667
H 0.678 1.348 3.683
H -1.840 -0.752 2.622
H -3.093 0.485 2.459
H -1.971 0.547 3.835
H -0.595 3.770 2.204
H -1.140 2.909 3.690
H -2.307 3.303 2.357
H -1.968 -2.043 -2.408
H -0.285 -1.397 -2.479
H -1.687 -0.364 -2.976
H -1.458 -2.905 0.304
H -0.563 -1.828 1.404
H 0.161 -2.355 -0.161
H -3.798 -1.158 -1.200
H -3.758 -0.559 0.512
H -3.233 -2.218 0.107
H -4.440 4.295 -0.261
H -3.413 4.589 -1.684
H -2.738 4.740 -0.031
H -5.158 2.732 0.376
H -4.203 1.757 1.482
H -4.941 1.022 0.024
H -4.028 2.554 -2.726
H -3.614 0.837 -2.406
H -2.368 1.982 -2.943
C 0.918 2.570 -2.011
C 1.008 2.707 -3.438
C -0.025 3.288 -4.127
C -1.037 4.006 -3.421
C -0.855 4.298 -2.077
C -0.034 3.463 -1.260
O 1.454 1.584 -1.418
H 0.273 0.180 -0.481
H 1.878 2.242 -3.908
H -0.032 3.223 -5.222
H -1.956 4.281 -3.961
H -1.300 5.148 -1.577
H 0.285 3.865 -0.280
C 3.614 -5.014 2.632
N 3.423 -3.692 2.067
N 2.967 -3.528 0.805
C 3.044 -2.163 0.456
O 2.493 -1.678 -0.541
C 3.794 -1.576 1.537
C 3.982 -2.534 2.498
C 4.625 -2.453 3.833
C 2.070 -4.439 0.199
C 1.129 -5.140 0.953
C 0.194 -5.938 0.304
C 0.184 -6.001 -1.096
C 1.102 -5.255 -1.852
C 2.034 -4.457 -1.201
H 2.717 -5.388 3.135
H 4.395 -4.950 3.394
H 3.926 -5.754 1.881
H 4.031 -0.531 1.557
H 3.975 -2.845 4.631
H 5.584 -2.993 3.870
H 4.810 -1.394 4.057
H 1.112 -5.052 2.037
H -0.536 -6.506 0.881
H -0.566 -6.613 -1.600
H 1.083 -5.266 -2.945
H 2.754 -3.850 -1.740

=====

Entry from the Open Molecules 2025 dataset: a structure of composition C25H28MnN4O2 in a non-equilibrium geometry (wB97M-V/def2-TZVPD).

- 2S+1 = 5
- orbital gap (spin up / spin down) (eV) = 7.6 / 8.2
- highest occupied orbital energy (spin up / spin down) (eV) = -11.246 / -11.263
- net charge = +1

Element x y z (Å)
Mn 0.669 2.049 0.061
N 2.570 2.431 1.326
C 3.364 3.539 0.753
C 2.605 4.862 0.733
C 1.419 4.889 -0.266
O 0.991 5.936 -0.680
O 0.952 3.720 -0.553
H 2.384 2.636 2.313
H 3.155 1.594 1.306
H 3.645 3.267 -0.272
H 4.291 3.679 1.324
H 3.284 5.670 0.461
H 2.180 5.100 1.712
C -0.024 -4.612 0.943
C -1.116 -4.291 -0.033
C -2.010 -5.265 -0.454
C -3.038 -4.968 -1.331
C -3.166 -3.685 -1.833
C -2.270 -2.703 -1.453
C -1.261 -2.995 -0.540
N -0.313 -2.016 -0.159
C -0.516 -0.704 0.097
N -1.778 -0.269 0.229
C -2.210 1.058 0.351
C -1.315 2.147 0.250
C -1.874 3.430 0.341
C -3.232 3.624 0.509
C -4.083 2.535 0.595
C -3.592 1.244 0.529
C -4.528 0.073 0.633
N 0.503 0.133 0.242
C 1.825 -0.388 0.120
C 2.431 -1.014 1.212
C 3.721 -1.506 1.111
C 4.410 -1.378 -0.087
C 3.814 -0.748 -1.168
C 2.525 -0.238 -1.088
C 1.902 0.436 -2.280
H -0.131 -5.631 1.305
H -0.066 -3.938 1.800
H 0.960 -4.518 0.480
H -1.898 -6.274 -0.086
H -3.729 -5.739 -1.630
H -3.955 -3.450 -2.529
H -2.330 -1.719 -1.894
H 0.647 -2.333 -0.111
H -2.510 -0.968 0.166
H -1.241 4.305 0.246
H -3.625 4.626 0.564
H -5.146 2.691 0.707
H -5.541 0.427 0.800
H -4.257 -0.573 1.468
H -4.533 -0.514 -0.287
H 1.881 -1.098 2.140
H 4.186 -1.987 1.959
H 5.416 -1.757 -0.178
H 4.356 -0.645 -2.095
H 2.673 0.897 -2.894
H 1.157 1.218 -1.988
H 1.371 -0.290 -2.896

=====

Entry from the Open Molecules 2025 dataset: an isolated molecule of C3H9NO2S2 in a non-equilibrium geometry (wB97M-V/def2-TZVPD).

- relative energy (zero: lowest compared OMol25 entry of this formula, charge and spin) (kcal per mole) = 64.3
- orbital gap (eV) = 9.4
- highest occupied orbital energy (eV) = -8.946

Element x y z (Å)
C -1.172 -0.731 0.381
C 1.192 -0.651 -0.298
C 0.154 0.077 0.550
N 0.017 1.452 -0.158
O 2.738 0.187 1.569
O 2.584 1.509 -0.368
S 4.549 -0.555 -0.512
S 2.835 0.051 0.148
H -1.622 -0.958 1.426
H -1.081 -1.726 -0.234
H -1.993 -0.119 -0.047
H 1.066 -1.742 -0.139
H 1.022 -0.428 -1.322
H 0.712 0.120 1.472
H -0.744 1.490 -0.886
H 1.598 1.716 -0.426
H -0.379 2.193 0.577

=====

Entry from the Open Molecules 2025 dataset: a structure of composition C36H33AsCuN3O3Te (wB97M-V/def2-TZVPD).

- relative energy (zero: lowest compared OMol25 entry of this formula, charge and spin) (kcal per mole) = 5.4
- 2S+1 = 2
- orbital gap (spin up / spin down) (eV) = 6.7 / 5.3
- highest occupied orbital energy (spin up / spin down) (eV) = -9.752 / -9.774
- net charge = +1

Element x y z (Å)
Cu -0.108 -1.249 -0.928
C -2.559 6.680 -1.488
O -3.850 6.228 -1.874
C -4.394 5.199 -1.204
C -3.772 4.536 -0.143
C -4.412 3.474 0.472
C -5.675 3.074 0.043
C -6.319 3.783 -0.975
C -5.677 4.817 -1.613
N -6.432 2.022 0.613
N -5.904 1.067 1.187
C -4.609 0.614 1.136
C -3.995 0.259 2.354
C -2.717 -0.211 2.401
C -1.960 -0.444 1.201
O -0.799 -0.874 1.217
C -2.645 -0.170 -0.083
N -1.941 -0.439 -1.198
C -2.512 -0.239 -2.376
C -3.825 0.216 -2.507
C -4.551 0.498 -1.378
C -3.952 0.328 -0.120
H -2.318 7.499 -2.157
H -1.817 5.886 -1.600
H -2.563 7.041 -0.458
H -2.804 4.849 0.217
H -3.933 2.988 1.311
H -7.323 3.493 -1.255
H -6.148 5.365 -2.417
H -4.563 0.414 3.262
H -2.230 -0.439 3.339
H -1.914 -0.467 -3.249
H -4.252 0.337 -3.493
H -5.575 0.834 -1.458
O 1.825 -1.303 -1.184
As 2.907 -1.069 0.065
C 2.424 -2.102 1.599
C 2.873 -1.756 2.869
C 2.512 -2.534 3.958
C 1.700 -3.645 3.777
C 1.244 -3.982 2.509
C 1.607 -3.212 1.416
C 3.001 0.744 0.653
C 4.078 1.545 0.290
C 4.116 2.868 0.708
C 3.084 3.379 1.481
C 2.008 2.576 1.840
C 1.962 1.254 1.428
C 4.625 -1.596 -0.580
C 4.829 -1.627 -1.954
C 6.072 -1.997 -2.448
C 7.095 -2.331 -1.571
C 6.884 -2.301 -0.198
C 5.645 -1.933 0.303
H 3.490 -0.876 3.011
H 2.859 -2.270 4.948
H 1.417 -4.249 4.629
H 0.604 -4.844 2.375
H 1.239 -3.448 0.424
H 4.884 1.140 -0.310
H 4.952 3.497 0.434
H 3.119 4.409 1.811
H 1.209 2.979 2.449
H 1.130 0.617 1.708
H 4.015 -1.371 -2.622
H 6.241 -2.026 -3.516
H 8.062 -2.621 -1.959
H 7.683 -2.570 0.480
H 5.475 -1.922 1.374
C -1.305 -5.452 -1.510
Te -0.421 -3.683 -2.302
C 1.572 -4.423 -2.267
H -0.865 -5.680 -0.543
H -1.143 -6.270 -2.205
H -2.372 -5.279 -1.394
H 1.729 -5.118 -3.088
H 1.747 -4.921 -1.316
H 2.234 -3.567 -2.357

=====

Entry from the Open Molecules 2025 dataset: a cluster of 2 separate species, C10H13FNO2S in total in a non-equilibrium geometry (wB97M-V/def2-TZVPD).

- relative energy (zero: lowest compared OMol25 entry of this formula, charge and spin) (kcal per mole) = 79.2
- orbital gap (spin up / spin down) (eV) = 7.8 / 4.7
- highest occupied orbital energy (spin up / spin down) (eV) = -4.316 / -2.624
- net charge = -1

Element x y z (Å)
C 1.985 -2.175 -0.045
C 2.699 -1.547 0.979
C 1.677 -1.484 -1.147
C 2.886 -0.144 0.989
C 2.037 -0.155 -1.222
C 2.604 0.471 -0.164
C -0.681 0.936 1.155
C -1.214 2.001 -1.185
C -3.031 0.910 0.046
C -1.486 0.777 -0.278
N -1.285 -0.475 -0.891
O -1.013 -1.860 1.259
O -0.873 -2.913 -1.067
F 2.853 1.844 -0.362
S -1.345 -1.874 -0.171
H 1.723 -3.227 0.162
H 2.902 -2.058 1.843
H 1.225 -2.120 -1.886
H 3.399 0.422 1.817
H -0.632 2.040 1.156
H -1.083 0.504 1.984
H 0.411 0.597 0.945
H -1.680 1.749 -2.164
H -0.149 2.168 -1.400
H -1.642 2.993 -0.852
H -3.315 0.190 0.846
H -3.342 1.822 0.426
H -3.630 0.610 -0.772